{"formula": "C16H38AgClN4O6", "method": "the ωB97M-V functional and the def2-TZVPD basis", "de_lowest_kcal_mol": 33.63, "s_squared": 0.7549, "mol_weight_g_mol": 525.8, "charge": 1, "e_lumo_ev": [-3.5, -8.3], "e_homo_ev": [-11.514, -11.514], "multiplicity": 2, "species": ["Ag", "Cl", "O", "O", "O", "O", "O", "O", "N", "N", "N", "N", "C", "C", "C", "C", "C", "C", "C", "C", "C", "C", "C", "C", "C", "C", "C", "C", "H", "H", "H", "H", "H", "H", "H", "H", "H", "H", "H", "H", "H", "H", "H", "H", "H", "H", "H", "H", "H", "H", "H", "H", "H", "H", "H", "H", "H", "H", "H", "H", "H", "H", "H", "H", "H", "H"], "coordinates": [[2.1500, -1.1423, 1.7824], [0.1420, -0.8417, -0.0557], [3.1686, 1.1027, 1.3184], [-0.2172, 2.8522, 4.9812], [3.9062, -0.5632, 3.4485], [0.8302, 2.6617, -4.3222], [-1.4177, -5.1270, -3.4038], [-4.7925, -1.4357, -2.5565], [-3.3083, -1.0854, -0.8344], [-1.0404, 1.9858, 3.1442], [-1.3244, -3.9173, -1.4547], [1.0262, 0.7493, -3.0415], [0.0307, -3.2383, -3.3798], [0.5406, 1.9733, -3.3322], [-2.3958, -4.6459, -0.7130], [2.5486, 1.7319, 0.2334], [-0.8299, 3.0278, 3.9235], [-0.5035, 2.5489, -2.4115], [-3.6572, -1.1562, -2.1495], [3.7949, 0.8900, 3.6424], [-4.1677, -1.5280, 0.2613], [-1.3007, 4.4096, 3.5937], [4.8421, -1.1324, 4.3960], [-0.9774, -4.1702, -2.7136], [2.8599, 1.6131, 2.6274], [2.1579, 0.1262, -3.8230], [-2.5657, -0.8149, -3.1188], [-1.5093, 1.9232, 1.7312], [-2.2886, -4.3879, 0.3405], [-3.3459, -4.2681, -1.0907], [0.2844, -2.3207, -2.8490], [-1.2803, 1.8202, -2.1798], [3.5234, 1.1111, 4.6746], [2.6212, 1.0863, -0.6419], [-2.4489, 2.4695, 1.6488], [3.1163, 2.6705, 2.5620], [-0.3718, -2.8591, -4.3191], [-0.9470, 3.3302, -3.0287], [2.8896, 2.7556, 0.0792], [-0.6408, 1.1485, 3.5432], [-2.2282, -5.6995, -0.9365], [1.4951, 1.6620, 0.5039], [-2.5345, -1.4897, -3.9742], [5.8408, -0.7747, 4.1451], [-1.8357, 4.8142, 4.4529], [-1.9228, 4.3729, 2.6995], [4.9359, -2.2113, 4.2725], [4.7199, -0.7965, 5.4257], [-0.4929, 5.1297, 3.4630], [3.0927, 0.6563, -3.6409], [1.9677, 0.2142, -4.8927], [0.9665, -3.7668, -3.5615], [0.0030, 2.9392, -1.5287], [-4.9368, -0.7720, 0.4200], [-0.7017, 2.2896, 1.0976], [-1.6048, -0.9636, -2.6262], [-2.7343, 0.2212, -3.4123], [-4.5239, -2.5472, 0.1112], [-2.3349, -0.8558, -0.6931], [2.2668, -0.9296, -3.5748], [-0.7335, -3.2810, -0.9389], [-3.5391, -1.5622, 1.1511], [1.8308, 1.4976, 2.9676], [-1.6702, 0.9186, 1.3400], [0.7923, 0.3043, -2.1655], [4.7801, 1.2775, 3.3827]], "forces_ev_per_a": [[-0.2, 0.3, -0.4], [0.6, -0.6, 0.4], [0.9, -1.4, 1.2], [-0.1, 0.0, -0.2], [-0.9, 0.6, 0.5], [0.5, -1.6, 1.0], [-0.3, 0.0, -0.2], [1.3, 0.1, 0.9], [0.2, -0.5, -0.7], [-0.8, -2.2, -2.3], [-0.1, -1.1, -1.3], [1.6, -1.3, -0.9], [0.4, 0.0, -0.8], [-0.4, 1.6, -1.5], [0.7, 0.4, -0.8], [-1.5, -0.3, 0.4], [1.3, 1.5, 2.3], [0.0, -0.3, -0.4], [-2.0, -0.5, -0.5], [0.8, -0.1, -1.3], [0.9, 0.6, 0.0], [-0.5, 0.0, -0.6], [0.9, 0.5, -0.8], [0.5, 1.9, 2.4], [1.0, -0.7, 0.0], [-1.0, 1.0, 0.3], [0.6, -0.3, 0.4], [0.5, 0.4, 0.8], [0.0, -0.3, -0.2], [-0.1, -0.3, 0.1], [-0.5, -0.3, 0.9], [0.1, 0.0, 0.4], [-0.1, 0.1, -0.1], [0.6, 0.3, 0.0], [0.3, 0.1, -0.3], [-0.1, 0.2, 0.7], [-0.1, -0.5, -0.2], [0.0, 0.2, 0.5], [0.1, 0.0, -0.1], [-0.1, 0.0, 0.0], [-0.5, -0.1, 0.4], [-0.5, 0.8, -0.5], [-0.6, 0.2, -0.1], [0.2, 0.2, -0.3], [-0.3, -0.3, -0.1], [-0.1, 0.5, 0.1], [-0.7, 0.1, 0.1], [-0.7, -0.3, 0.0], [0.3, -0.4, -0.2], [0.0, -0.1, 0.2], [-0.2, 0.0, 0.1], [-0.2, -0.2, -0.2], [-0.4, 0.1, 0.2], [-0.3, -0.5, 0.0], [-0.3, 0.5, -0.3], [0.2, 0.6, 0.0], [0.4, -0.1, -0.3], [-0.5, 0.3, -0.2], [-0.1, -0.1, 0.6], [-0.1, 0.1, 0.2], [0.0, 0.8, -0.1], [0.0, 0.1, 0.1], [-0.5, 0.0, -0.6], [-0.1, -0.2, 0.8], [-0.1, 0.2, 0.1], [0.3, 0.1, 0.5]]}

{"formula": "C5H9N", "method": "the ωB97M-V functional and the def2-TZVPD basis", "de_lowest_kcal_mol": 110.37, "s_squared": 0.7749, "mol_weight_g_mol": 83.1, "charge": 1, "e_lumo_ev": [-7.2, -7.1], "e_homo_ev": [-13.700, -15.321], "multiplicity": 2, "species": ["N", "C", "C", "C", "C", "C", "H", "H", "H", "H", "H", "H", "H", "H", "H"], "coordinates": [[0.3856, 1.1293, 0.0410], [0.0463, -0.2739, 0.3805], [-1.9877, -0.1555, -0.9326], [-1.1859, -0.8603, 0.1029], [1.7496, 1.0694, -0.5645], [0.8665, -1.0031, 1.1942], [2.1104, 0.1501, -1.0178], [1.7784, 1.0462, 0.5652], [2.0922, 1.9038, -1.1725], [1.7933, -0.6218, 1.6269], [-2.6836, -0.8538, -1.4535], [-1.2743, 0.2346, -1.6829], [0.5569, -1.9878, 1.4829], [-2.4891, 0.7640, -0.5516], [-1.6628, -1.5049, 0.8563]], "forces_ev_per_a": [[-1.1, -2.8, -2.1], [1.4, 1.4, 1.1], [0.3, -1.0, -0.9], [-1.6, 2.5, -0.3], [-1.4, -0.1, 0.7], [-0.1, 0.3, 0.5], [-0.4, -0.3, 0.2], [2.9, 0.8, -0.1], [-0.2, 0.5, 0.9], [-0.1, -0.2, -0.3], [0.1, 0.7, 0.6], [-0.3, -0.1, 0.2], [-0.1, -0.4, 0.2], [0.0, -0.7, 0.1], [0.5, -0.6, -0.8]]}